Record 1
# C3H6S2

The molecule C3H6S2 in a non-equilibrium geometry (ωB97M-V with the def2-TZVPD basis set, the Open Molecules 2025 dataset).

Summary:
HOMO level = -7.94 eV
HOMO-LUMO gap = 8.67 eV
ΔE to the lowest compared entry with this formula, charge and spin = 32.4 kcal/mol
SMILES string = C/C(S)=C\S
total energy = -24877.3036 eV
strongest force on any atom = 0.056 hartree/bohr
net charge = 0

Each line ends with the Mulliken charge.
Atoms and positions in Å:
1 S 1.969 0.624 -1.188  -0.237
2 S -0.749 -1.497 1.575  -0.255
3 C -1.168 0.589 -0.234  -1.235
4 C 1.140 -0.323 -0.010  -0.456
5 C -0.125 -0.189 0.464  0.843
6 H 0.571 -1.727 2.058  0.133
7 H -2.147 0.014 -0.022  0.295
8 H -1.363 1.672 -0.089  0.255
9 H 1.078 1.573 -1.724  0.117
10 H -1.039 0.360 -1.270  0.414
11 H 1.833 -1.096 0.439  0.125



Record 2
# C3H2O

The molecule C3H2O in a non-equilibrium geometry (ωB97M-V with the def2-TZVPD basis set, the Open Molecules 2025 dataset).

Summary:
HOMO level (spin up / spin down) = -9.97 / -9.98 eV
HOMO-LUMO gap (spin up / spin down) = 8.51 / 8.51 eV
ΔE to the lowest compared entry with this formula, charge and spin = 91.3 kcal/mol
SMILES string = O=c1cc1
total energy = -5184.2332 eV
strongest force on any atom = 0.151 hartree/bohr
net charge = 0

Each line ends with the Mulliken charge.
Atoms and positions in Å:
1 O 1.846 0.311 -0.761  -0.518
2 C -0.289 -0.957 -0.445  -0.374
3 C -0.240 0.728 0.380  -0.191
4 C 0.778 0.120 -0.285  0.358
5 H -1.034 1.070 1.035  0.404
6 H -1.061 -1.273 0.077  0.321



Record 3
# C50H48FN5O4Ru

A structure of composition C50H48FN5O4Ru in a non-equilibrium geometry (ωB97M-V with the def2-TZVPD basis set, the Open Molecules 2025 dataset).

Summary:
HOMO level (spin up / spin down) = -2.80 / -2.79 eV
HOMO-LUMO gap (spin up / spin down) = 4.64 / 4.48 eV
ΔE to the lowest compared entry with this formula, charge and spin = 39.8 kcal/mol
multiplicity = 6
expectation value of S² = 8.7659
total energy = -73570.7420 eV
strongest force on any atom = 0.114 hartree/bohr
net charge = -1

Each line ends with the Mulliken charge.
Atoms and positions in Å:
1 Ru 0.282 0.404 0.059  0.564
2 F -2.174 -1.891 6.259  -0.377
3 O 0.075 -1.272 1.894  -0.624
4 O -0.022 -3.553 -1.679  -0.830
5 O 2.112 0.822 -1.483  0.133
6 O 0.495 -1.522 -0.924  0.290
7 N -0.595 2.393 -1.401  1.823
8 N -1.812 0.183 -0.027  0.990
9 N 2.081 0.433 1.146  1.601
10 N -2.010 -4.762 1.572  0.261
11 N -0.232 1.587 1.586  2.714
12 C 2.805 3.803 -1.789  0.710
13 C -1.606 1.802 1.735  -0.311
14 C 3.192 1.577 2.952  1.373
15 C 0.809 2.996 3.365  -0.582
16 C -0.868 3.703 -1.170  -0.203
17 C -2.787 -3.803 5.046  -0.759
18 C -3.812 1.372 0.707  1.104
19 C -1.406 -2.101 4.052  -0.896
20 C -3.627 2.801 2.638  -0.803
21 C -1.555 3.331 -3.268  -1.401
22 C -4.557 0.656 -0.269  -1.090
23 C -1.358 -4.226 0.517  -0.655
24 C 2.245 1.380 -2.663  0.561
25 C 2.233 0.542 -3.830  -0.004
26 C 4.215 4.363 -2.044  -1.672
27 C -0.659 4.433 0.111  -1.123
28 C -2.570 -0.546 -0.879  -0.539
29 C 3.132 2.575 3.951  -0.982
30 C 2.465 2.776 -2.875  -0.254
31 C 0.793 1.989 2.407  -0.272
32 C -2.420 1.124 0.786  -0.028
33 C -2.761 -4.545 3.884  0.897
34 C -2.769 -6.750 2.761  -0.997
35 C -0.825 0.858 -3.375  -0.737
36 C 0.000 -2.690 -0.797  -0.226
37 C -3.444 -5.889 3.819  -1.045
38 C 4.355 0.845 2.639  -0.797
39 C 3.172 -0.238 0.869  -0.800
40 C 3.615 -1.450 -3.262  -1.702
41 C -2.203 -6.908 0.317  -1.789
42 C 4.345 -0.060 1.612  -1.183
43 C -2.119 -2.589 5.108  0.046
44 C 2.276 1.083 -5.101  0.010
45 C 2.323 2.462 -5.293  -1.408
46 C -2.050 -4.058 2.774  -1.264
47 C -1.365 -2.839 2.868  1.325
48 C -0.992 2.156 -2.674  0.282
49 C -0.579 -2.303 1.740  0.583
50 C -2.257 2.556 2.718  -0.851
51 C 1.968 3.274 4.114  -1.186
52 C 2.755 3.333 -0.340  -1.129
53 C 2.045 1.312 2.177  -0.953
54 C -0.660 -3.063 0.525  -0.060
55 C -2.765 -6.021 1.425  0.599
56 C 1.609 -1.760 -4.751  -2.168
57 C -4.393 2.274 1.619  -1.049
58 C 2.200 -0.952 -3.596  3.780
59 C -1.470 4.310 -2.319  -1.223
60 C 2.430 3.274 -4.179  -0.546
61 C -3.922 -0.321 -1.034  -1.169
62 H 4.948 3.556 -1.949  0.383
63 H 4.013 -0.896 -2.408  0.297
64 H -1.788 5.343 -2.382  0.489
65 H 5.233 -0.617 1.349  0.469
66 H 4.282 -1.296 -4.115  0.367
67 H 1.590 -1.128 -2.717  -2.095
68 H 2.094 4.632 -1.897  0.333
69 H -1.735 -6.949 3.060  0.318
70 H 0.681 -1.308 -5.111  0.424
71 H -1.576 4.395 0.711  0.167
72 H 2.515 4.350 -4.323  0.412
73 H 4.012 2.800 4.541  0.422
74 H -1.799 0.453 -3.661  0.490
75 H -1.939 3.403 -4.276  0.454
76 H 0.148 4.019 0.707  0.052
77 H -0.871 -1.160 4.103  0.777
78 H -5.616 0.855 -0.386  0.408
79 H 2.247 0.427 -5.967  0.265
80 H -3.801 -5.764 1.181  0.095
81 H 3.533 2.591 -0.144  0.332
82 H -1.718 2.943 3.566  0.433
83 H -0.295 0.133 -2.760  -0.529
84 H -2.065 -1.308 -1.456  0.545
85 H 4.460 5.139 -1.308  0.441
86 H 2.306 2.889 -6.290  0.330
87 H -2.605 -7.915 0.434  0.437
88 H -3.395 -6.370 4.797  0.430
89 H -3.282 -7.705 2.649  0.367
90 H 2.307 -1.838 -5.592  0.412
91 H -1.390 -4.769 -0.416  0.774
92 H -1.114 -6.962 0.377  0.362
93 H 1.377 -2.771 -4.403  0.364
94 H 2.914 4.187 0.331  0.490
95 H -4.474 -0.928 -1.742  0.505
96 H -0.056 3.618 3.517  0.459
97 H 4.313 4.791 -3.042  0.408
98 H 1.931 4.077 4.841  0.371
99 H -4.504 -5.769 3.575  0.342
100 H 3.113 -0.905 0.019  0.405
101 H -2.478 -6.553 -0.677  0.462
102 H -0.249 1.016 -4.289  0.411
103 H -4.089 3.427 3.393  0.413
104 H 1.800 2.879 -0.122  -0.620
105 H -0.441 5.483 -0.098  0.459
106 H -3.329 -4.168 5.911  0.497
107 H 5.261 1.022 3.209  0.424
108 H -5.452 2.498 1.544  0.389
109 H 3.600 -2.518 -3.012  0.399



> What is the ΔE to the lowest compared entry with this formula, charge and spin in the first record?

32.4 kcal/mol